The following is a quantum chemistry calculation of a 2-piece molecular cluster, C25H27FN4O5 overall, from the OMol25 dataset.

Bonds (Å) are listed after each position.
Cartesian coordinates (Å):
1 O 0.530 2.051 -3.740  C20 1.220
2 H -4.510 -2.439 2.004  C14 1.086
3 C -0.498 1.199 1.699  O4 1.359, C30 1.412, C47 1.410
4 O -1.548 1.742 2.369  C3 1.359, H32 0.958
5 C -1.848 5.345 -2.885  C27 1.396, N54 1.339, H62 1.086
6 C -3.310 4.004 -1.729  C34 1.417, H37 1.085, N54 1.344
7 H -4.440 -3.118 -2.226  C25 1.086
8 H 6.093 -3.787 -0.289  N16 1.009
9 H 2.433 -1.319 4.417  C48 1.089
10 C 2.863 -0.609 -0.360  H15 1.091, C22 1.542, C44 1.517, H46 1.091
11 O 4.399 -0.005 3.717  C50 1.220
12 F -4.560 -4.262 0.124  C41 1.352
13 H -1.627 -0.499 1.005  C47 1.078
14 C -4.463 -2.044 0.994  H2 1.086, C41 1.397, C43 1.399
15 H 3.518 0.174 -0.745  C10 1.091
16 N 5.358 -3.386 0.275  H8 1.009, C31 1.338, C57 1.463
17 H 5.712 -4.881 1.703  C57 1.091
18 C -4.313 -0.157 -0.529  C26 1.404, C28 1.504, C43 1.404
19 H 0.290 -1.528 -0.206  C24 1.081
20 C -0.480 1.807 -3.100  O1 1.220, C53 1.489, O56 1.356
21 H -2.318 0.802 -1.643  N59 1.028
22 C 3.681 -1.557 0.538  C10 1.542, C31 1.543, H52 1.088, N58 1.471
23 H -5.071 1.650 -1.372  C28 1.095
24 C 0.423 -0.593 0.320  H19 1.081, C44 1.408, C47 1.407
25 C -4.422 -2.427 -1.389  H7 1.086, C26 1.399, C41 1.397
26 C -4.342 -1.049 -1.612  C18 1.404, C25 1.399, H40 1.087
27 C -1.036 4.249 -3.182  C5 1.396, H36 1.086, C53 1.412
28 C -4.214 1.324 -0.773  C18 1.504, H23 1.095, H33 1.096, N59 1.467
29 O 5.212 -1.852 -1.307  C31 1.224
30 C 0.759 1.841 1.704  C3 1.412, C42 1.408, H61 1.079
31 C 4.796 -2.286 -0.240  N16 1.338, C22 1.543, O29 1.224
32 H -1.329 2.603 2.727  O4 0.958
33 H -4.230 1.870 0.176  C28 1.096
34 C -2.552 2.834 -1.981  C6 1.417, C53 1.414, N59 1.400
35 H -0.067 0.014 -3.084  O56 0.970
36 H -0.140 4.429 -3.769  C27 1.086
37 H -4.220 3.927 -1.143  C6 1.085
38 H 2.810 1.748 1.031  C42 1.082
39 H 4.019 -4.371 1.572  C57 1.091
40 H -4.298 -0.666 -2.630  C26 1.087
41 C -4.484 -2.929 -0.087  F12 1.352, C14 1.397, C25 1.397
42 C 1.844 1.262 1.017  C30 1.408, H38 1.082, C44 1.409
43 C -4.378 -0.664 0.778  C14 1.399, C18 1.404, H49 1.088
44 C 1.679 0.043 0.329  C10 1.517, C24 1.408, C42 1.409
45 H 2.801 -2.579 3.220  C48 1.087
46 H 2.495 -1.172 -1.219  C10 1.091
47 C -0.663 -0.017 1.005  C3 1.410, H13 1.078, C24 1.407
48 C 2.611 -1.518 3.361  H9 1.089, H45 1.087, C50 1.516, H55 1.087
49 H -4.349 0.010 1.631  C43 1.088
50 C 3.817 -0.715 2.913  O11 1.220, C48 1.516, N58 1.332
51 H 5.214 -3.320 2.375  C57 1.092
52 H 2.999 -2.320 0.910  C22 1.088
53 C -1.366 2.949 -2.742  C20 1.489, C27 1.412, C34 1.414
54 N -2.973 5.229 -2.167  C5 1.339, C6 1.344
55 H 1.737 -1.213 2.791  C48 1.087
56 O -0.803 0.542 -2.735  C20 1.356, H35 0.970
57 C 5.053 -4.024 1.556  N16 1.463, H17 1.091, H39 1.091, H51 1.092
58 N 4.258 -0.800 1.659  C22 1.471, C50 1.332, H60 1.008
59 N -2.959 1.590 -1.485  H21 1.028, C28 1.467, C34 1.400
60 H 5.066 -0.231 1.457  N58 1.008
61 H 0.893 2.770 2.236  C30 1.079
62 H -1.558 6.326 -3.248  C5 1.086

Output
F_max = 0.04350 Eh/bohr
Frontier orbital gap = 0.3036 hartree
Energy relative to the best compared isomer or geometry (same formula, charge and spin) = 0.00 kcal per mole
SMILES = CNC(=O)[C@H](Cc1ccc(O)cc1)NC(C)=O.O=C(O)c1ccncc1NCc1ccc(F)cc1
Charge = 0

Atom charges from the natural (NBO) analysis, given in e for atoms 1 to 8: O -0.5905; H 0.2314; C 0.2985; O -0.6744; C -0.0367; C -0.0476; H 0.2304; H 0.4103